Below is a structure of composition C54H36F6N5O4PbS2Te, with properties calculated with ωB97M-V/def2-TZVPD.

As for the molar mass: 1331.8 g/mol. The relative energy (zero: lowest compared OMol25 entry of this formula, charge and spin) comes out at 0.00 kJ/mol. For the total energy, the calculation gives -4510.68160 Ha. The charge is -1. The largest force on an atom is 2.137 eV/Å. The calculation puts the LUMO energy (spin up / spin down) at 0.0402 / 0.0402 Eh.

XYZ file:
```
109
Properties=species:S:1:pos:R:3:mulliken_charge:R:1
Pb -0.72909 -0.06320 -0.25786 1.259
C 5.20325 -2.57397 4.37426 -0.491
C 5.23044 -1.59407 3.38670 -0.704
C 4.11055 -1.24380 2.67014 0.272
C 2.90825 -1.88833 2.92726 -0.596
C 2.85077 -2.84121 3.92566 -0.057
C 3.96787 -3.19235 4.64925 -0.873
C 1.65527 -1.53524 2.22710 0.924
C 1.11976 -2.45138 1.32022 0.465
C 1.65486 -3.76942 1.01651 -0.670
C 0.79717 -4.34760 0.17100 -1.924
C -0.25056 -3.38025 -0.11818 0.450
C -1.26103 -3.55821 -1.06449 0.935
C -1.19686 -4.80533 -1.90339 -0.648
C -2.15274 -5.77446 -1.70349 0.180
C -2.19090 -6.94289 -2.46823 -0.868
C -1.17884 -7.14121 -3.41264 -0.382
C -0.18841 -6.20630 -3.57978 -0.906
C -0.19078 -5.03435 -2.83163 0.045
C -2.32344 -2.67363 -1.34927 0.414
N -2.52074 -1.48831 -0.77742 -0.346
C -3.56468 -0.86523 -1.44702 0.107
C -4.00763 0.43609 -1.20410 1.446
C -5.03505 1.05422 -2.11107 -0.700
C -6.35872 0.61661 -2.06636 -0.074
C -7.29840 1.13450 -2.93890 -0.836
C -6.94686 2.11918 -3.83527 -0.394
C -5.63887 2.58393 -3.88290 -0.885
C -4.69780 2.09519 -2.97179 0.128
C -3.60854 1.24578 -0.07062 0.364
C -4.28001 2.43233 0.39852 -1.424
C -3.60771 2.85907 1.47322 -1.227
C -2.47742 1.99605 1.60507 0.833
N -2.54458 0.97850 0.71382 -0.390
C -1.45025 2.19142 2.54449 0.866
C -0.36783 1.33216 2.78063 0.639
C 0.50797 1.44091 3.89976 -1.475
C 1.41570 0.43454 3.80178 -1.475
C 1.05791 -0.31160 2.60815 0.338
N -0.03645 0.24712 2.04722 0.267
C -1.50867 3.39475 3.43121 -0.583
C -0.56962 4.42897 3.35376 0.093
C -0.62856 5.49220 4.23024 -0.827
C -1.61676 5.56020 5.19963 -0.457
C -2.59224 4.57562 5.24595 -0.847
C -2.53839 3.50063 4.36291 -0.081
C -4.03894 -1.75141 -2.48600 -1.187
C -3.28954 -2.85603 -2.40647 -1.165
N -0.01412 -2.25998 0.62307 -0.222
H 6.12024 -2.87523 4.90129 0.364
H 6.21365 -1.11768 3.18235 0.342
H 4.14285 -0.51070 1.85843 0.449
H 1.90715 -3.33629 4.13915 0.490
H 3.90758 -3.97352 5.39772 0.392
H 2.53692 -4.21941 1.38486 0.639
H 0.85870 -5.33792 -0.26783 0.469
H -2.87371 -5.62374 -0.91731 0.483
H -2.97207 -7.65864 -2.26641 0.395
H -1.17457 -8.04250 -3.98736 0.386
H 0.57980 -6.39514 -4.33243 0.365
H 0.53487 -4.24616 -3.03134 0.498
H -6.66054 -0.15902 -1.36244 0.455
H -8.31077 0.78671 -2.91438 0.400
H -7.63992 2.50007 -4.58492 0.342
H -5.35589 3.38247 -4.58398 0.429
H -3.67508 2.53519 -2.96369 0.462
H -5.15401 2.83910 -0.09071 0.507
H -3.78020 3.75892 2.08061 0.446
H 0.45963 2.14605 4.71768 0.497
H 2.21150 0.17711 4.49675 0.500
H 0.22026 4.36368 2.59777 0.434
H 0.08408 6.29420 4.14169 0.417
H -1.61830 6.38378 5.87604 0.415
H -3.40031 4.63072 5.96377 0.375
H -3.31243 2.73871 4.33833 0.518
H -4.79389 -1.51372 -3.22838 0.485
H -3.33579 -3.74775 -3.05042 0.363
F 1.95787 5.06154 -1.50547 -0.213
C 0.64587 5.14283 -1.33906 0.389
F 0.18006 5.99200 -2.26206 -0.203
F 0.39781 5.66581 -0.12779 -0.182
S -0.09868 3.45276 -1.39399 1.102
O 0.56257 2.80209 -0.29227 -0.504
O -1.50226 3.70893 -1.32754 -0.695
N 0.46518 2.91974 -2.76233 -0.328
S -0.33509 2.93664 -4.14529 0.855
O -1.54670 3.71892 -4.13259 -0.546
O 0.51902 3.00182 -5.30835 -0.679
C -0.92214 1.23810 -4.23116 0.619
F 0.09451 0.38500 -4.25349 -0.213
F -1.63935 1.12709 -5.36174 -0.257
F -1.71002 0.85898 -3.20763 0.051
C 4.00430 1.07768 -0.35650 -0.832
Te 3.05177 -0.15453 -1.75089 0.110
C 4.34282 -1.62456 -1.09051 -1.034
C 5.52813 -0.85931 -0.64586 0.757
C 6.78825 -1.43197 -0.60460 -0.796
C 7.86423 -0.75726 -0.09933 -0.562
C 7.68895 0.52994 0.38715 -0.635
C 6.44027 1.12509 0.30052 -0.673
C 5.36121 0.45077 -0.22480 0.422
H 3.46755 1.06457 0.61387 0.264
H 4.03804 2.12342 -0.70550 0.745
H 4.60821 -2.26679 -1.92829 0.676
H 3.90324 -2.18392 -0.25519 0.105
H 6.89577 -2.44245 -0.99641 0.401
H 8.83987 -1.22024 -0.07973 0.415
H 8.54895 1.04693 0.78734 0.399
H 6.26133 2.13085 0.70400 0.412
```



Below is a structure of composition C54H39CoF3N5O4S, with properties calculated with ωB97M-V/def2-TZVPD.

As for the molar mass: 969.9 g/mol. The relative energy (zero: lowest compared OMol25 entry of this formula, charge and spin) comes out at 0.00 kJ/mol. For the total energy, the calculation gives -4736.59938 Ha. The charge is -1. The largest force on an atom is 1.191 eV/Å. The calculation puts the LUMO energy (spin up / spin down) at 0.0526 / 0.0536 Eh. Its multiplicity is 2.

XYZ file:
```
107
Properties=species:S:1:pos:R:3:mulliken_charge:R:1
Co 0.06320 1.20380 0.59170 -0.529
C 6.92030 -0.15590 7.26640 -0.827
O 6.14420 -1.19890 6.73920 -0.452
C 5.30640 -0.92470 5.68140 0.778
C 4.41580 -1.93930 5.33480 -0.743
C 3.48620 -1.75550 4.33220 -0.600
C 3.40140 -0.53970 3.64940 -0.367
C 4.35460 0.43340 3.94960 -0.554
C 5.29250 0.25850 4.95190 -0.668
C 2.35720 -0.20770 2.67310 0.788
C 1.00920 -0.37830 2.96320 0.726
C 0.49570 -1.10200 4.09060 -1.559
C -0.84330 -1.19310 3.92590 -1.692
C -1.17140 -0.43720 2.75410 0.303
N -0.02520 0.05400 2.17910 0.527
C -2.46500 -0.06930 2.42630 1.339
C -2.72270 1.01620 1.57590 1.352
C -3.99780 1.60470 1.41350 -1.597
C -3.80090 2.77070 0.72160 -1.368
C -2.41670 2.84570 0.43920 0.128
C -1.84990 3.86010 -0.36430 0.668
C -2.54950 5.14940 -0.38850 -0.742
C -2.99110 5.82460 -1.52650 -0.189
C -3.59840 7.06020 -1.41870 -0.884
C -3.77070 7.66710 -0.17640 0.988
O -4.35680 8.91120 -0.18270 -0.462
C -4.41320 9.60360 1.03600 -0.816
C -3.36010 6.99130 0.96670 -0.679
C -2.77800 5.74570 0.85160 -0.455
C -0.63780 3.66110 -1.00620 0.616
N 0.19360 2.59370 -0.79420 0.501
C 1.23500 2.75390 -1.66920 0.476
C 2.44110 2.07010 -1.62360 1.253
C 3.47620 2.44700 -2.60430 -0.781
C 3.31630 2.18450 -3.95880 -0.489
C 4.23360 2.64000 -4.89250 -0.516
C 5.33170 3.38590 -4.48330 1.039
O 6.26460 3.93950 -5.32850 -0.456
C 6.07140 3.78810 -6.71100 -0.832
C 5.52140 3.62180 -3.12080 -1.011
C 4.60540 3.15890 -2.20010 -0.086
C 2.78090 1.23520 -0.55320 0.669
C 4.06280 0.66580 -0.36280 -1.678
C 4.05890 0.10360 0.88410 -1.138
C 2.76360 0.31030 1.42270 0.243
N 1.97600 0.97510 0.53140 0.017
C 1.02900 3.92070 -2.47370 -1.501
C -0.10100 4.51330 -2.02510 -1.607
N -1.76000 1.76500 0.94470 0.045
C -3.61460 -0.64870 3.15790 -1.312
C -4.26280 0.10280 4.13300 -0.192
C -5.32880 -0.41180 4.85170 -0.611
C -5.78120 -1.70140 4.59480 0.692
O -6.81590 -2.31420 5.26520 -0.462
C -7.19930 -1.77450 6.50370 -0.855
C -5.16930 -2.44480 3.58680 -0.799
C -4.09950 -1.92500 2.88260 0.014
H 7.38150 -0.55490 8.17070 0.242
H 6.30790 0.71260 7.52890 0.349
H 7.70760 0.15830 6.57280 0.302
H 4.46910 -2.86390 5.88810 0.415
H 2.82790 -2.56360 4.05760 0.765
H 4.33980 1.36220 3.39750 0.491
H 5.99050 1.05680 5.16290 0.371
H 1.09250 -1.47090 4.90010 0.702
H -1.56730 -1.66660 4.56090 0.567
H -4.92470 1.19620 1.77130 0.662
H -4.53290 3.48930 0.40200 0.643
H -2.87760 5.37090 -2.50100 0.615
H -3.95490 7.58310 -2.29320 0.402
H -4.89980 10.55460 0.82230 0.241
H -3.40890 9.79010 1.43440 0.343
H -5.00020 9.06220 1.78550 0.301
H -3.48490 7.41840 1.94970 0.346
H -2.46200 5.21930 1.74080 0.509
H 2.45870 1.61610 -4.28900 0.475
H 4.07350 2.41230 -5.93650 0.375
H 6.87180 4.35260 -7.18920 0.241
H 5.10520 4.19420 -7.03180 0.333
H 6.13650 2.73640 -7.01470 0.321
H 6.38790 4.18670 -2.81070 0.397
H 4.74430 3.37210 -1.14970 0.569
H 4.86060 0.68090 -1.08220 0.633
H 4.84520 -0.44440 1.36710 0.626
H 1.69120 4.27120 -3.24220 0.467
H -0.53060 5.44030 -2.34940 0.599
H -3.92850 1.11120 4.33230 0.532
H -5.80180 0.20540 5.60310 0.350
H -7.75370 -0.83580 6.39610 0.294
H -6.33090 -1.59790 7.14690 0.368
H -7.84510 -2.51740 6.97220 0.248
H -5.54660 -3.43410 3.37730 0.456
H -3.63510 -2.50720 2.10040 0.401
F -0.71580 -4.83610 -0.69560 -0.303
C -1.32310 -3.99820 0.17530 0.647
F -2.50180 -4.60930 0.46660 -0.327
F -0.62260 -4.04710 1.31160 -0.168
C -1.53830 -2.62250 -0.37110 0.088
C -2.77950 -2.28570 -0.86740 -0.190
C -2.96700 -1.01130 -1.39140 -1.344
C -1.92940 -0.10630 -1.27890 -0.237
N -0.74430 -0.39020 -0.75390 0.253
C -0.47490 -1.67350 -0.39570 0.037
S 1.11350 -2.11590 -0.06960 -0.467
H -3.58620 -3.00650 -0.85870 0.469
H -3.90260 -0.72550 -1.84230 0.417
H -2.05380 0.90800 -1.63710 0.515
```